{
  "formula": "C4H9N2OS",
  "method": "the ωB97M-V functional and the def2-TZVPD basis",
  "symbols": ["C", "C", "C", "C", "N", "N", "O", "S", "H", "H", "H", "H", "H", "H", "H", "H", "H"],
  "xyz": [[-1.0623, 0.2695, -0.8275], [0.7479, -1.0556, -0.7903], [-1.9130, 1.4668, -1.0442], [2.3576, -1.0307, 1.7135], [-1.5374, -0.7215, -0.0930], [0.1310, 0.0607, -1.3108], [2.0005, -0.1195, 0.7725], [-0.4539, -2.0262, -0.0560], [1.7298, -1.3484, -1.1881], [-2.2877, 1.8436, 0.0456], [-2.8550, 1.1266, -1.5653], [-1.2231, 2.3036, -1.4098], [2.8423, -0.4643, 2.3989], [3.0335, -1.8408, 1.2261], [1.4589, -1.4644, 2.2952], [-2.4853, -0.8729, 0.3028], [0.5496, 0.8453, -1.7916]],
  "spin_multiplicity": 1,
  "de_lowest_kj_mol": 470.39,
  "orbital_gap_ha": [0.310, 0.272],
  "charge": 1,
  "homo_ev": [-12.85, -11.80]
}

***

{
  "formula": "C34H41CoN4O2P2S4",
  "method": "the ωB97M-V functional and the def2-TZVPD basis",
  "symbols": ["Co", "N", "N", "C", "O", "O", "H", "H", "H", "S", "C", "S", "S", "C", "C", "P", "C", "C", "C", "C", "C", "C", "C", "C", "C", "C", "C", "C", "C", "P", "C", "C", "C", "C", "C", "C", "C", "C", "C", "C", "C", "C", "H", "H", "H", "H", "H", "H", "H", "H", "H", "H", "H", "H", "H", "H", "H", "H", "H", "H", "H", "H", "H", "H", "H", "H", "H", "H", "C", "C", "N", "C", "S", "N", "C", "C", "H", "H", "H", "H", "H", "H", "H", "H", "H", "H", "H", "H"],
  "xyz": [[-0.2933, 0.0286, 0.0988], [-1.8563, 1.5805, -0.1083], [-3.0502, 1.1326, 0.4900], [-3.1352, -0.2784, 0.6963], [-4.2425, -0.7402, 0.9412], [-2.0184, -0.8884, 0.6504], [-1.5998, 2.4928, 0.2469], [-1.9207, 1.6116, -1.1259], [-3.8959, 1.5054, 0.0862], [3.3672, 2.4238, -2.5030], [2.5028, 1.4792, -1.4151], [3.2717, 0.4284, -0.3339], [0.7821, 1.7003, -1.3381], [1.6672, -1.9905, 2.5543], [1.9474, -0.4919, 2.7403], [0.4590, 0.4599, 2.2089], [-0.5381, 0.2043, 3.7311], [-1.6547, -0.6263, 3.7009], [-2.3688, -0.8803, 4.8661], [-1.9736, -0.3096, 6.0648], [-0.8616, 0.5249, 6.1001], [-0.1491, 0.7810, 4.9415], [0.8828, 2.2232, 2.3623], [-0.1793, 3.1068, 2.5790], [0.0297, 4.4749, 2.5552], [1.3001, 4.9755, 2.3001], [2.3539, 4.1048, 2.0728], [2.1501, 2.7319, 2.0999], [1.9451, -2.5011, 1.1325], [0.7630, -1.9504, -0.1838], [-0.5353, -3.2421, -0.1105], [-0.7892, -4.0338, 1.0023], [-1.8250, -4.9581, 0.9853], [-2.6226, -5.0906, -0.1387], [-2.3846, -4.2924, -1.2506], [-1.3506, -3.3747, -1.2343], [1.6418, -2.5505, -1.6773], [1.9297, -1.6810, -2.7231], [2.6307, -2.1244, -3.8353], [3.0232, -3.4511, -3.9226], [2.7025, -4.3361, -2.9012], [2.0161, -3.8882, -1.7843], [0.6250, -2.1939, 2.8259], [2.2930, -2.5572, 3.2479], [2.7983, -0.1906, 2.1355], [2.1493, -0.2558, 3.7867], [-1.9682, -1.0606, 2.7576], [-3.2412, -1.5207, 4.8299], [-2.5274, -0.5081, 6.9743], [-0.5517, 0.9772, 7.0345], [0.7114, 1.4394, 4.9702], [-1.1692, 2.7016, 2.7652], [-0.7980, 5.1527, 2.7264], [1.4649, 6.0455, 2.2669], [3.3406, 4.4930, 1.8542], [2.9652, 2.0563, 1.8750], [1.9474, -3.5930, 1.1261], [2.9265, -2.1587, 0.8034], [-0.1876, -3.9283, 1.8972], [-2.0133, -5.5710, 1.8586], [-3.4401, -5.8009, -0.1437], [-3.0164, -4.3794, -2.1257], [-1.1814, -2.7299, -2.0887], [1.6043, -0.6519, -2.6675], [2.8807, -1.4292, -4.6263], [3.5712, -3.8016, -4.7891], [2.9830, -5.3796, -2.9791], [1.7546, -4.5907, -1.0013], [1.8060, 1.0109, -5.8473], [0.4676, 1.5729, -5.3814], [-0.1424, 0.7637, -4.3341], [-1.3421, 0.1960, -4.3642], [-2.1599, -0.2273, -2.9588], [-1.9234, -0.0441, -5.5865], [-1.1919, -0.7098, -6.6645], [-1.4722, -2.2103, -6.6818], [2.1975, 1.6056, -6.6753], [1.7007, -0.0245, -6.1794], [2.5238, 1.0491, -5.0281], [-0.2315, 1.6593, -6.2133], [0.6280, 2.5709, -4.9652], [0.2098, 0.9319, -3.3759], [-2.8488, -0.4220, -5.4499], [-0.1274, -0.5463, -6.5172], [-1.4773, -0.2645, -7.6214], [-1.2581, -2.6417, -5.7030], [-0.8496, -2.7108, -7.4250], [-2.5191, -2.4032, -6.9252]],
  "spin_multiplicity": 2,
  "de_lowest_kj_mol": 64.47,
  "orbital_gap_ha": [0.226, 0.229],
  "charge": -1,
  "homo_ev": [-3.75, -3.74]
}

***

{
  "formula": "C21H25BNO",
  "method": "the ωB97M-V functional and the def2-TZVPD basis",
  "symbols": ["C", "C", "N", "B", "H", "C", "C", "C", "C", "C", "H", "H", "H", "H", "H", "H", "H", "H", "H", "H", "H", "C", "O", "C", "C", "C", "C", "C", "C", "C", "C", "C", "C", "C", "C", "C", "H", "H", "H", "H", "H", "H", "H", "H", "H", "H", "H", "H", "H"],
  "xyz": [[-0.5057, 2.8988, 0.2359], [0.0144, 1.5162, 0.1379], [0.6997, 0.9565, 1.1710], [0.8973, 1.8077, 2.4103], [1.4946, 1.2619, 3.2655], [1.1865, -0.3120, 1.0931], [1.9350, -0.9124, 2.2209], [0.9791, -1.0458, -0.0559], [0.2869, -0.4963, -1.1102], [-0.1958, 0.7873, -1.0129], [-1.0254, 3.1820, -0.6799], [-1.2144, 2.9913, 1.0590], [0.3058, 3.6106, 0.3877], [1.5006, 2.7881, 2.1545], [-0.1403, 2.1200, 2.8755], [2.2513, -1.9284, 1.9825], [2.8326, -0.3343, 2.4421], [1.3138, -0.9642, 3.1155], [1.3633, -2.0496, -0.1203], [0.1246, -1.0673, -2.0074], [-0.7385, 1.2319, -1.8300], [6.8230, -4.7475, 1.5464], [6.9211, -3.3693, 1.8472], [6.0897, -2.9243, 2.8625], [6.2823, -1.6192, 3.3623], [5.4985, -1.1210, 4.3606], [4.4557, -1.8930, 4.9295], [3.5360, -1.2927, 5.8160], [2.4285, -1.9261, 6.4833], [1.1897, -1.2530, 6.5526], [0.0957, -1.8386, 7.1380], [0.2122, -3.0903, 7.7166], [1.4253, -3.7589, 7.7083], [2.5180, -3.1991, 7.0895], [4.2904, -3.2144, 4.4496], [5.0653, -3.7012, 3.4373], [7.6095, -5.0084, 0.8345], [6.9658, -5.3419, 2.4511], [5.8532, -4.9657, 1.0956], [7.0617, -1.0184, 2.9270], [5.6572, -0.1173, 4.7153], [3.5809, -0.2173, 5.8853], [1.1061, -0.2789, 6.1017], [-0.8522, -1.3253, 7.1442], [-0.6392, -3.5401, 8.1953], [1.5206, -4.7105, 8.2103], [3.4720, -3.6993, 7.1157], [3.5031, -3.8260, 4.8498], [4.8529, -4.6747, 3.0338]],
  "spin_multiplicity": 1,
  "de_lowest_kj_mol": 0.00,
  "orbital_gap_ha": 0.212,
  "charge": 1,
  "homo_ev": -11.36
}

***

{
  "formula": "C45H78F5N3O18P",
  "method": "the ωB97M-V functional and the def2-TZVPD basis",
  "symbols": ["C", "C", "C", "C", "C", "C", "C", "C", "C", "C", "P", "C", "C", "F", "N", "C", "C", "C", "C", "C", "C", "N", "C", "C", "C", "C", "C", "N", "C", "C", "C", "F", "F", "C", "F", "F", "H", "H", "H", "H", "H", "H", "H", "H", "H", "H", "H", "H", "H", "H", "H", "H", "H", "H", "H", "H", "H", "H", "H", "H", "H", "H", "H", "H", "H", "H", "H", "H", "H", "H", "H", "H", "H", "H", "H", "H", "H", "H", "C", "O", "C", "O", "O", "C", "H", "H", "H", "H", "H", "H", "C", "O", "C", "O", "O", "C", "H", "H", "H", "H", "H", "H", "C", "O", "C", "O", "O", "C", "H", "H", "H", "H", "H", "H", "C", "O", "C", "O", "O", "C", "H", "H", "H", "H", "H", "H", "C", "O", "C", "O", "O", "C", "H", "H", "H", "H", "H", "H", "C", "O", "C", "O", "O", "C", "H", "H", "H", "H", "H", "H"],
  "xyz": [[5.3066, -0.8493, 0.6681], [5.1061, 0.3179, -0.4009], [3.6009, 0.7824, -0.2913], [3.4344, 1.8080, 0.8949], [2.3000, 2.8365, 0.5151], [0.9790, 2.1415, -0.0198], [0.3150, 1.2232, 1.0890], [-0.4943, -0.0055, 0.4870], [-2.0132, -0.0251, 1.0434], [-3.0418, -0.2041, -0.1563], [-4.8254, 0.5410, 0.0375], [-5.4245, -1.1063, -0.8070], [-4.7476, -1.5589, -2.1451], [-5.6932, -1.7990, -3.2025], [-4.9648, 1.1847, -1.6115], [-6.2218, 1.5622, -2.1827], [-5.9739, 1.9365, -3.7288], [-6.6743, 3.3288, -4.0387], [-6.6289, 1.0369, 0.5731], [-7.1666, 2.3058, 0.9708], [-8.5194, 2.5956, 1.4190], [-9.4603, 1.6332, 1.5097], [-9.0044, 0.3886, 1.2038], [-7.6905, 0.0011, 0.7764], [-4.8216, -0.1796, 1.8314], [-4.4809, -1.5708, 2.2140], [-4.5518, -2.0791, 3.5616], [-4.9474, -1.3586, 4.6288], [-5.3289, -0.0941, 4.3623], [-5.2962, 0.5193, 3.0465], [-4.0457, 2.2810, 0.4139], [-3.8734, 2.6819, 1.7220], [-4.7362, 3.3836, -0.2402], [-2.6905, 2.6874, -0.3460], [-2.2517, 3.8653, 0.3311], [-2.8280, 3.1642, -1.6512], [6.1067, -0.5459, 1.3807], [5.5853, -1.7741, 0.1127], [4.3288, -1.0147, 1.1915], [5.7473, 1.2097, -0.1928], [5.2601, -0.0386, -1.4489], [2.9053, -0.0885, -0.2048], [3.3115, 1.3299, -1.2328], [3.1655, 1.2407, 1.8298], [4.3766, 2.3603, 1.1421], [2.0687, 3.4458, 1.4346], [2.6969, 3.5775, -0.2306], [0.2745, 2.9979, -0.2248], [1.1272, 1.6279, -0.9970], [-0.3284, 1.9072, 1.7020], [1.1030, 0.8265, 1.7752], [-0.5412, 0.1736, -0.6213], [0.0163, -0.9854, 0.6309], [-2.1701, 0.8699, 1.6825], [-1.9585, -0.9080, 1.7269], [-2.5881, 0.0773, -1.1376], [-3.0763, -1.3318, -0.1550], [-6.4873, -1.0411, -1.1899], [-5.4684, -2.0073, -0.1508], [-4.2962, -2.5777, -1.9563], [-3.9389, -0.9500, -2.5815], [-4.1423, 1.1771, -2.1868], [-7.0745, 0.8416, -2.1926], [-6.6423, 2.5224, -1.7610], [-4.8931, 1.9683, -3.9937], [-6.5352, 1.1974, -4.3619], [-6.4036, 3.7348, -5.0413], [-6.3178, 4.0695, -3.2685], [-7.7850, 3.2683, -3.8973], [-6.5048, 3.1914, 1.0238], [-8.8213, 3.6239, 1.7139], [-9.7647, -0.4255, 1.3032], [-7.5211, -1.0801, 0.6133], [-4.1374, -2.2735, 1.4256], [-4.2371, -3.1357, 3.7397], [-5.6920, 0.5203, 5.2207], [-5.6418, 1.5673, 2.9969], [-1.7967, 2.0560, -0.3549], [1.7871, 9.1203, 2.7605], [0.8530, 8.1836, 3.2896], [0.3695, 7.3193, 2.3827], [0.6609, 7.2888, 1.2148], [-0.4851, 6.5058, 3.0026], [-1.0865, 5.5201, 2.1524], [2.1071, 9.7628, 3.5794], [2.6617, 8.6074, 2.3586], [1.3197, 9.7400, 1.9944], [-0.3275, 4.8638, 1.7270], [-1.6688, 5.9948, 1.3645], [-1.7576, 4.9213, 2.7644], [4.6305, -0.9440, -6.0824], [5.2052, -2.2500, -6.0200], [5.6722, -2.5863, -4.8133], [5.6431, -1.8974, -3.8261], [6.1774, -3.8220, -4.8932], [6.7154, -4.3137, -3.6659], [4.2889, -0.7846, -7.1033], [3.7735, -0.8679, -5.4129], [5.3746, -0.1840, -5.8420], [5.9405, -4.3701, -2.9009], [7.5425, -3.6875, -3.3295], [7.0932, -5.3173, -3.8522], [9.5574, 4.3652, -1.7455], [9.7015, 3.1833, -2.5315], [8.5443, 2.5787, -2.8278], [7.4488, 2.9503, -2.4913], [8.8230, 1.4926, -3.5630], [7.6734, 0.7411, -3.9555], [10.5543, 4.7653, -1.5692], [8.9714, 5.1138, -2.2796], [9.0998, 4.1343, -0.7831], [7.0120, 1.3473, -4.5761], [7.1433, 0.3653, -3.0806], [8.0132, -0.1093, -4.5442], [-6.6716, -2.0267, -6.4027], [-6.4234, -0.6621, -6.7445], [-5.9924, -0.4775, -7.9926], [-5.8059, -1.3390, -8.8153], [-5.8019, 0.8359, -8.1751], [-5.3370, 1.1836, -9.4764], [-7.0141, -2.0520, -5.3704], [-7.4524, -2.4463, -7.0387], [-5.7568, -2.6147, -6.4772], [-6.0634, 0.8920, -10.2360], [-4.3681, 0.7240, -9.6751], [-5.2203, 2.2656, -9.5046], [3.9229, -1.5913, 5.6658], [4.5720, -2.3947, 4.6794], [5.3207, -3.3804, 5.1792], [5.4790, -3.6267, 6.3491], [5.8653, -4.0467, 4.1546], [6.7010, -5.1376, 4.5396], [3.3485, -0.8299, 5.1418], [3.2380, -2.1935, 6.2633], [4.6565, -1.0965, 6.3029], [6.1312, -5.8844, 5.0920], [7.5467, -4.7848, 5.1310], [7.0817, -5.5960, 3.6288], [3.5174, -11.0280, 8.2442], [3.1544, -9.6513, 8.3298], [3.9206, -8.8353, 7.5956], [4.8483, -9.1698, 6.9035], [3.4767, -7.5871, 7.7647], [4.2077, -6.6015, 7.0334], [2.8308, -11.5879, 8.8766], [3.4199, -11.3891, 7.2199], [4.5327, -11.1821, 8.6110], [4.1369, -6.7881, 5.9608], [5.2498, -6.5797, 7.3526], [3.7620, -5.6324, 7.2458]],
  "spin_multiplicity": 1,
  "orbital_gap_ha": 0.252,
  "charge": -1,
  "homo_ev": -5.20
}

***

{
  "formula": "C3H7NOS2",
  "method": "the ωB97M-V functional and the def2-TZVPD basis",
  "symbols": ["C", "C", "C", "H", "H", "H", "H", "H", "H", "H", "N", "O", "S", "S"],
  "xyz": [[-0.8151, -0.7553, 0.1490], [0.5348, -0.0357, 0.2901], [1.3979, 0.3426, -0.9641], [-2.3571, 0.7978, 0.2923], [-0.6597, -1.5597, 0.8238], [-0.9884, -1.1225, -0.8591], [2.1184, 1.2167, -0.5238], [2.2972, -0.4235, -1.4569], [-0.2536, 0.2667, -2.9954], [-1.1206, -0.1284, 2.4120], [1.1015, 0.2294, 1.4007], [-1.9429, -0.0788, 0.7946], [0.4601, 1.2062, -2.2417], [0.2275, 0.0444, 2.8786]],
  "spin_multiplicity": 1,
  "de_lowest_kj_mol": 344.97,
  "orbital_gap_ha": 0.334,
  "homo_ev": -8.80
}

***

{
  "formula": "C12H19NNiO",
  "method": "the ωB97M-V functional and the def2-TZVPD basis",
  "symbols": ["C", "C", "C", "C", "C", "Ni", "C", "C", "C", "N", "H", "H", "H", "H", "H", "H", "H", "H", "H", "H", "C", "C", "C", "C", "O", "H", "H", "H", "H", "H", "H", "H", "H", "H"],
  "xyz": [[0.1404, -1.3974, -2.6822], [-1.0894, -1.5069, -2.1590], [-1.0490, -2.0897, -0.8945], [0.3381, -2.2958, -0.5479], [1.0696, -1.8541, -1.7193], [0.6913, -0.1166, -0.4773], [-1.3754, 2.5314, -1.9931], [-0.3291, 2.9002, -2.8885], [0.7069, 2.8665, -3.7860], [2.1848, 1.0126, -0.5161], [-1.9133, -2.5512, -0.2928], [-2.0078, -1.3335, -2.6755], [0.7671, -2.9838, 0.2450], [2.2007, -2.1263, -1.9062], [0.4449, -1.2053, -3.6758], [-2.2725, 2.7381, -2.2332], [2.1464, 0.6680, -1.8503], [-1.2499, 1.8130, -1.1303], [0.5326, 3.3994, -4.7678], [1.7305, 2.2316, -3.8877], [-1.2662, 0.6798, 3.1987], [-0.3165, -0.0952, 2.3085], [1.0391, 0.6438, 2.6137], [-0.0433, -1.4787, 2.9495], [-0.7760, -0.1225, 0.9881], [-0.9079, 0.6480, 4.2383], [-2.2491, 0.2309, 3.1024], [-1.2371, 1.7131, 2.8453], [1.0441, 0.6001, 3.7295], [1.9456, 0.1350, 2.2081], [1.0149, 1.7031, 2.2803], [-0.9406, -2.1051, 2.8488], [0.8526, -1.9584, 2.4983], [0.1738, -1.2941, 4.0289]],
  "spin_multiplicity": 3,
  "orbital_gap_ha": [0.158, 0.149],
  "charge": -2,
  "homo_ev": [0.86, 1.09]
}